No. 1
{"formula": "C27H25N3O3", "method": "ωB97M-V with the def2-TZVPD basis set", "gap_ha": 0.285, "spin_multiplicity": 1, "molar_mass_g_mol": 439.51, "smiles": "O=C(/C=C/c1ccccc1)N1CCN(CCN2C(=O)c3cccc4cccc(c34)C2=O)CC1", "e_above_lowest_ev": 0.0000, "symbols": ["O", "C", "C", "C", "C", "C", "C", "C", "C", "C", "N", "C", "C", "N", "C", "C", "N", "C", "O", "C", "C", "C", "C", "C", "C", "C", "C", "C", "C", "C", "O", "C", "C", "H", "H", "H", "H", "H", "H", "H", "H", "H", "H", "H", "H", "H", "H", "H", "H", "H", "H", "H", "H", "H", "H", "H", "H", "H"], "coordinates": [[3.058, -3.119, -1.174], [2.903, -1.931, -0.943], [4.032, -0.982, -1.144], [4.603, -0.296, -0.152], [5.787, 0.546, -0.241], [6.191, 1.257, 0.892], [7.304, 2.074, 0.860], [8.040, 2.199, -0.306], [7.653, 1.499, -1.438], [6.540, 0.682, -1.408], [1.726, -1.429, -0.506], [1.403, -0.046, -0.271], [1.009, 0.150, 1.194], [-0.123, -0.704, 1.496], [-0.704, -0.443, 2.799], [-2.176, -0.874, 2.843], [-2.877, -0.380, 1.667], [-3.122, -1.284, 0.647], [-2.865, -2.464, 0.778], [-3.725, -0.738, -0.580], [-3.971, -1.571, -1.652], [-4.555, -1.069, -2.819], [-4.896, 0.255, -2.912], [-4.659, 1.139, -1.838], [-4.997, 2.508, -1.886], [-4.749, 3.329, -0.817], [-4.151, 2.825, 0.342], [-3.808, 1.492, 0.427], [-4.060, 0.629, -0.659], [-3.166, 0.974, 1.646], [-2.900, 1.678, 2.600], [0.232, -2.098, 1.292], [0.634, -2.314, -0.165], [4.460, -1.012, -2.135], [4.162, -0.349, 0.837], [5.621, 1.163, 1.806], [7.600, 2.614, 1.747], [8.912, 2.835, -0.333], [8.226, 1.590, -2.349], [6.259, 0.139, -2.297], [0.542, 0.220, -0.898], [2.247, 0.592, -0.534], [1.877, -0.076, 1.840], [0.720, 1.192, 1.354], [-0.664, 0.633, 2.978], [-0.161, -0.950, 3.614], [-2.646, -0.452, 3.733], [-2.277, -1.959, 2.848], [-3.706, -2.615, -1.570], [-4.739, -1.737, -3.647], [-5.352, 0.643, -3.811], [-5.457, 2.898, -2.782], [-5.013, 4.375, -0.863], [-3.949, 3.467, 1.186], [1.065, -2.401, 1.952], [-0.635, -2.722, 1.506], [-0.225, -2.097, -0.810], [0.964, -3.340, -0.330]], "nbo_charge": [-0.623, 0.646, -0.255, -0.193, -0.004, -0.204, -0.212, -0.208, -0.207, -0.203, -0.433, -0.223, -0.219, -0.459, -0.224, -0.237, -0.455, 0.697, -0.597, -0.171, -0.117, -0.228, -0.137, -0.091, -0.147, -0.225, -0.118, -0.167, 0.068, 0.680, -0.591, -0.244, -0.221, 0.216, 0.199, 0.207, 0.214, 0.214, 0.214, 0.207, 0.195, 0.229, 0.160, 0.208, 0.218, 0.178, 0.230, 0.237, 0.241, 0.222, 0.215, 0.216, 0.221, 0.240, 0.166, 0.232, 0.194, 0.250]}

***

No. 2
{"formula": "C11H14N4", "method": "ωB97M-V with the def2-TZVPD basis set", "total_charge": 2, "gap_ha": 0.291, "spin_multiplicity": 1, "molar_mass_g_mol": 202.26, "smiles": "C/[N+]1=C2\\C=CC=C[C@@H]2NN=C=[NH+]/C=C\\C1", "e_above_lowest_ev": 1.0702, "symbols": ["C", "N", "C", "C", "C", "C", "C", "C", "N", "N", "C", "N", "C", "C", "C", "H", "H", "H", "H", "H", "H", "H", "H", "H", "H", "H", "H", "H", "H"], "coordinates": [[1.820, -1.089, 0.755], [0.876, -0.052, 0.366], [-0.371, -0.089, 0.815], [-0.821, -1.146, 1.642], [-2.093, -1.206, 2.138], [-3.072, -0.214, 1.841], [-2.748, 0.812, 1.040], [-1.365, 1.003, 0.482], [-1.466, 1.263, -0.961], [-0.845, 0.581, -1.844], [-0.131, -0.352, -2.056], [0.949, -0.869, -2.495], [2.154, -0.122, -2.397], [2.396, 0.763, -1.437], [1.542, 1.100, -0.236], [2.037, -1.033, 1.825], [1.439, -2.083, 0.525], [2.755, -0.949, 0.217], [-0.138, -1.932, 1.919], [-2.370, -2.033, 2.776], [-4.066, -0.314, 2.245], [-3.465, 1.574, 0.773], [-0.995, 1.934, 0.959], [-2.237, 1.835, -1.291], [0.959, -1.769, -2.970], [2.869, -0.325, -3.180], [3.326, 1.309, -1.492], [2.215, 1.503, 0.533], [0.846, 1.900, -0.493]], "nbo_charge": [-0.448, -0.304, 0.389, -0.328, 0.029, -0.234, -0.072, -0.188, -0.339, -0.082, 0.597, -0.549, -0.025, -0.204, -0.289, 0.252, 0.238, 0.253, 0.259, 0.264, 0.273, 0.248, 0.292, 0.445, 0.471, 0.265, 0.274, 0.266, 0.248]}

***

No. 3
{"formula": "C35H51BrN3O10", "method": "ωB97M-V with the def2-TZVPD basis set", "total_charge": 1, "gap_ha": 0.210, "spin_multiplicity": 1, "molar_mass_g_mol": 753.71, "symbols": ["C", "C", "C", "O", "O", "C", "C", "C", "C", "C", "C", "C", "N", "N", "C", "C", "O", "C", "C", "C", "Br", "C", "C", "C", "C", "C", "N", "C", "C", "C", "C", "C", "C", "C", "O", "H", "H", "H", "H", "H", "H", "H", "H", "H", "H", "H", "H", "H", "H", "H", "H", "H", "H", "H", "H", "H", "H", "H", "H", "H", "H", "H", "H", "H", "H", "H", "H", "H", "H", "H", "H", "H", "H", "H", "C", "C", "C", "O", "C", "O", "O", "H", "H", "H", "H", "H", "H", "C", "C", "C", "O", "C", "O", "O", "H", "H", "H", "H", "H", "H"], "coordinates": [[7.937, -2.929, 2.591], [8.389, -4.042, 1.881], [7.727, -4.481, 0.616], [7.347, -5.637, 0.597], [7.574, -3.623, -0.420], [6.325, -3.796, -1.129], [5.920, -2.474, -1.780], [4.931, -2.664, -2.958], [3.820, -1.588, -3.003], [2.848, -1.869, -1.846], [1.626, -0.870, -1.793], [1.470, -0.409, -0.356], [1.637, 0.867, -0.134], [1.507, 1.267, 1.113], [1.659, 2.737, 1.346], [1.374, 3.513, 0.027], [1.132, 4.873, 0.302], [-0.197, 5.113, 0.784], [-0.045, 5.706, 2.205], [1.261, 0.503, 2.158], [1.135, 1.120, 3.934], [1.076, -0.872, 1.951], [1.160, -1.366, 0.670], [0.921, -2.836, 0.386], [-0.388, -3.266, 1.149], [-1.331, -4.138, 0.300], [-2.454, -4.595, 1.158], [-3.565, -3.610, 1.159], [-4.873, -4.282, 0.743], [-5.875, -4.500, 1.671], [-7.043, -5.125, 1.266], [-7.212, -5.532, -0.042], [-6.204, -5.291, -0.959], [-5.030, -4.684, -0.575], [-3.996, -4.465, -1.471], [7.278, -3.049, 3.455], [8.262, -1.919, 2.309], [9.234, -4.601, 2.295], [5.584, -4.138, -0.393], [6.474, -4.592, -1.871], [6.851, -2.054, -2.189], [5.580, -1.782, -1.000], [4.505, -3.676, -2.871], [5.511, -2.680, -3.888], [3.282, -1.773, -3.943], [4.283, -0.596, -2.965], [3.363, -1.959, -0.880], [2.416, -2.860, -2.045], [1.920, -0.018, -2.414], [0.725, -1.369, -2.157], [0.922, 3.099, 2.062], [2.683, 2.966, 1.659], [2.205, 3.400, -0.676], [0.472, 3.126, -0.472], [-0.794, 4.194, 0.910], [-0.775, 5.769, 0.133], [0.852, 6.337, 2.248], [-0.939, 6.249, 2.522], [0.142, 4.902, 2.935], [0.859, -1.509, 2.802], [1.784, -3.428, 0.701], [0.691, -2.920, -0.679], [-0.959, -2.369, 1.434], [-0.091, -3.741, 2.093], [-0.772, -5.019, -0.050], [-1.742, -3.599, -0.560], [-2.084, -4.570, 2.103], [-3.364, -2.767, 0.480], [-3.741, -3.165, 2.149], [-5.705, -4.165, 2.692], [-7.816, -5.270, 2.017], [-8.146, -6.017, -0.315], [-6.308, -5.570, -2.008], [-3.336, -5.156, -1.329], [-5.402, -0.781, -1.907], [-6.006, -0.791, -0.524], [-7.246, 0.052, -0.385], [-7.206, 0.406, 1.005], [-5.902, 0.402, 1.382], [-5.492, 0.842, 2.407], [-5.123, -0.172, 0.426], [-6.056, -1.282, -2.621], [-5.225, 0.241, -2.248], [-4.435, -1.286, -1.904], [-6.182, -1.821, -0.200], [-8.158, -0.491, -0.622], [-7.212, 0.970, -0.977], [1.543, 10.963, -0.815], [1.160, 9.557, -0.425], [0.799, 8.666, -1.584], [-0.105, 7.730, -0.980], [-0.694, 8.378, 0.067], [-1.639, 7.972, 0.663], [-0.059, 9.544, 0.332], [2.486, 10.972, -1.362], [0.771, 11.419, -1.437], [1.645, 11.589, 0.071], [1.944, 9.110, 0.193], [1.660, 8.152, -2.007], [0.268, 9.191, -2.382]], "lowdin_charge": [0.038, -0.051, -0.509, 0.117, -0.004, -0.173, -0.173, -0.199, -0.194, -0.197, -0.087, -0.165, 0.203, -0.087, -0.085, -0.208, -0.142, -0.241, -0.057, -0.582, 0.940, -0.017, -0.105, -0.098, -0.171, -0.227, -0.035, -0.162, -0.175, -0.038, -0.086, -0.076, -0.016, -0.291, 0.021, 0.061, 0.067, 0.116, 0.130, 0.136, 0.121, 0.109, 0.112, 0.117, 0.121, 0.121, 0.108, 0.112, 0.119, 0.125, 0.071, 0.148, 0.125, 0.124, 0.122, 0.096, 0.086, 0.079, 0.060, 0.125, 0.142, 0.099, 0.114, 0.121, 0.122, 0.110, 0.094, 0.113, 0.121, 0.116, 0.109, 0.110, 0.124, 0.106, -0.016, -0.337, -0.088, 0.071, -0.559, 0.162, 0.070, 0.096, 0.090, 0.079, 0.148, 0.143, 0.141, -0.019, -0.333, -0.089, 0.041, -0.554, 0.159, 0.095, 0.093, 0.093, 0.091, 0.159, 0.141, 0.142]}

***

No. 4
{"formula": "C4H12O4", "method": "ωB97M-V with the def2-TZVPD basis set", "gap_ha": 0.391, "spin_multiplicity": 1, "molar_mass_g_mol": 124.14, "smiles": "O=CCCCO.O.O", "e_above_lowest_ev": 1.4468, "symbols": ["O", "C", "C", "C", "C", "O", "H", "H", "H", "H", "H", "H", "H", "H", "O", "H", "H", "O", "H", "H"], "coordinates": [[1.457, -0.434, -2.497], [2.431, -0.297, -1.804], [2.328, 0.189, -0.382], [0.890, 0.233, 0.076], [0.836, 0.632, 1.552], [0.775, 2.038, 1.830], [3.421, -0.482, -2.248], [2.950, -0.538, 0.173], [3.018, 1.030, -0.250], [0.389, 0.926, -0.599], [0.452, -0.754, 0.041], [1.735, 0.400, 2.124], [0.001, 0.117, 2.038], [-0.112, 2.390, 1.705], [-5.104, -0.585, 0.303], [-5.168, 0.178, 0.890], [-4.145, -0.605, 0.161], [-2.331, -1.486, -0.768], [-1.392, -1.330, -0.634], [-2.432, -1.620, -1.713]], "nbo_charge": [-0.540, 0.443, -0.516, -0.435, -0.059, -0.728, 0.115, 0.224, 0.248, 0.236, 0.199, 0.183, 0.163, 0.467, -0.943, 0.457, 0.483, -0.953, 0.474, 0.481]}

***

No. 5
{"formula": "C4H11NO", "method": "ωB97M-V with the def2-TZVPD basis set", "gap_ha": 0.323, "spin_multiplicity": 1, "molar_mass_g_mol": 89.14, "smiles": "CC/C=C/N.O", "e_above_lowest_ev": 2.3269, "symbols": ["C", "C", "C", "C", "N", "H", "H", "H", "H", "H", "H", "H", "H", "H", "O", "H", "H"], "coordinates": [[1.459, -1.717, 1.559], [1.470, -0.782, 0.433], [0.174, -0.075, 0.315], [0.354, 1.320, 0.222], [-0.751, 2.176, -0.054], [2.395, -2.053, 1.811], [0.910, -2.605, 1.292], [1.071, -1.464, 2.608], [2.293, 0.068, 0.454], [1.692, -1.344, -0.491], [-0.771, -0.523, 0.242], [1.388, 1.803, 0.343], [-0.542, 3.062, -0.535], [-1.650, 1.811, -0.094], [-2.239, -0.730, -2.118], [-2.620, 0.132, -2.222], [-1.738, -0.761, -1.263]], "nbo_charge": [-0.612, -0.410, -0.306, 0.021, -0.846, 0.207, 0.203, 0.205, 0.193, 0.206, 0.175, 0.203, 0.387, 0.376, -0.942, 0.468, 0.473]}

***

No. 6
{"formula": "C4H12N2O2", "method": "ωB97M-V with the def2-TZVPD basis set", "gap_ha": 0.375, "spin_multiplicity": 1, "molar_mass_g_mol": 120.15, "smiles": "CNCCNC=O.O", "e_above_lowest_ev": 1.4410, "symbols": ["C", "N", "C", "C", "N", "C", "O", "H", "H", "H", "H", "H", "H", "H", "H", "H", "H", "O", "H", "H"], "coordinates": [[1.983, -1.462, -1.253], [0.545, -1.334, -1.405], [-0.281, -1.426, -0.184], [0.200, -0.570, 0.977], [-0.079, 0.846, 0.799], [-0.987, 1.472, 1.584], [-1.554, 0.968, 2.529], [2.347, -1.529, -0.228], [2.367, -2.329, -1.779], [2.514, -0.615, -1.688], [0.251, -2.068, -2.047], [-1.262, -1.029, -0.464], [-0.370, -2.448, 0.172], [1.253, -0.696, 1.245], [-0.342, -0.922, 1.836], [0.145, 1.198, -0.126], [-1.154, 2.513, 1.282], [-0.002, 1.606, -2.137], [0.146, 0.637, -2.207], [-0.965, 1.704, -2.159]], "nbo_charge": [-0.429, -0.667, -0.223, -0.254, -0.636, 0.527, -0.623, 0.193, 0.193, 0.194, 0.369, 0.202, 0.181, 0.196, 0.241, 0.424, 0.112, -0.965, 0.496, 0.470]}

***

No. 7
{"formula": "C2H6O2", "method": "ωB97M-V with the def2-TZVPD basis set", "gap_ha": 0.399, "spin_multiplicity": 1, "molar_mass_g_mol": 62.07, "smiles": "CC=O.O", "e_above_lowest_ev": 0.5486, "symbols": ["C", "C", "O", "H", "H", "H", "H", "O", "H", "H"], "coordinates": [[-0.536, 1.055, -1.002], [0.464, -0.049, -1.014], [1.298, -0.246, -0.173], [-0.310, 1.953, -0.436], [-0.800, 1.311, -2.028], [-1.486, 0.662, -0.619], [0.414, -0.650, -1.929], [-0.853, -0.714, 1.644], [0.096, -0.824, 1.713], [-1.359, -0.694, 2.454]], "nbo_charge": [-0.732, 0.464, -0.546, 0.236, 0.217, 0.260, 0.100, -0.979, 0.499, 0.481]}

***

Repeat the fifth record exactly.
{"formula": "C4H11NO", "method": "ωB97M-V with the def2-TZVPD basis set", "gap_ha": 0.323, "spin_multiplicity": 1, "molar_mass_g_mol": 89.14, "smiles": "CC/C=C/N.O", "e_above_lowest_ev": 2.3269, "symbols": ["C", "C", "C", "C", "N", "H", "H", "H", "H", "H", "H", "H", "H", "H", "O", "H", "H"], "coordinates": [[1.459, -1.717, 1.559], [1.470, -0.782, 0.433], [0.174, -0.075, 0.315], [0.354, 1.320, 0.222], [-0.751, 2.176, -0.054], [2.395, -2.053, 1.811], [0.910, -2.605, 1.292], [1.071, -1.464, 2.608], [2.293, 0.068, 0.454], [1.692, -1.344, -0.491], [-0.771, -0.523, 0.242], [1.388, 1.803, 0.343], [-0.542, 3.062, -0.535], [-1.650, 1.811, -0.094], [-2.239, -0.730, -2.118], [-2.620, 0.132, -2.222], [-1.738, -0.761, -1.263]], "nbo_charge": [-0.612, -0.410, -0.306, 0.021, -0.846, 0.207, 0.203, 0.205, 0.193, 0.206, 0.175, 0.203, 0.387, 0.376, -0.942, 0.468, 0.473]}

***

Copy entry 1 word for word.
{"formula": "C27H25N3O3", "method": "ωB97M-V with the def2-TZVPD basis set", "gap_ha": 0.285, "spin_multiplicity": 1, "molar_mass_g_mol": 439.51, "smiles": "O=C(/C=C/c1ccccc1)N1CCN(CCN2C(=O)c3cccc4cccc(c34)C2=O)CC1", "e_above_lowest_ev": 0.0000, "symbols": ["O", "C", "C", "C", "C", "C", "C", "C", "C", "C", "N", "C", "C", "N", "C", "C", "N", "C", "O", "C", "C", "C", "C", "C", "C", "C", "C", "C", "C", "C", "O", "C", "C", "H", "H", "H", "H", "H", "H", "H", "H", "H", "H", "H", "H", "H", "H", "H", "H", "H", "H", "H", "H", "H", "H", "H", "H", "H"], "coordinates": [[3.058, -3.119, -1.174], [2.903, -1.931, -0.943], [4.032, -0.982, -1.144], [4.603, -0.296, -0.152], [5.787, 0.546, -0.241], [6.191, 1.257, 0.892], [7.304, 2.074, 0.860], [8.040, 2.199, -0.306], [7.653, 1.499, -1.438], [6.540, 0.682, -1.408], [1.726, -1.429, -0.506], [1.403, -0.046, -0.271], [1.009, 0.150, 1.194], [-0.123, -0.704, 1.496], [-0.704, -0.443, 2.799], [-2.176, -0.874, 2.843], [-2.877, -0.380, 1.667], [-3.122, -1.284, 0.647], [-2.865, -2.464, 0.778], [-3.725, -0.738, -0.580], [-3.971, -1.571, -1.652], [-4.555, -1.069, -2.819], [-4.896, 0.255, -2.912], [-4.659, 1.139, -1.838], [-4.997, 2.508, -1.886], [-4.749, 3.329, -0.817], [-4.151, 2.825, 0.342], [-3.808, 1.492, 0.427], [-4.060, 0.629, -0.659], [-3.166, 0.974, 1.646], [-2.900, 1.678, 2.600], [0.232, -2.098, 1.292], [0.634, -2.314, -0.165], [4.460, -1.012, -2.135], [4.162, -0.349, 0.837], [5.621, 1.163, 1.806], [7.600, 2.614, 1.747], [8.912, 2.835, -0.333], [8.226, 1.590, -2.349], [6.259, 0.139, -2.297], [0.542, 0.220, -0.898], [2.247, 0.592, -0.534], [1.877, -0.076, 1.840], [0.720, 1.192, 1.354], [-0.664, 0.633, 2.978], [-0.161, -0.950, 3.614], [-2.646, -0.452, 3.733], [-2.277, -1.959, 2.848], [-3.706, -2.615, -1.570], [-4.739, -1.737, -3.647], [-5.352, 0.643, -3.811], [-5.457, 2.898, -2.782], [-5.013, 4.375, -0.863], [-3.949, 3.467, 1.186], [1.065, -2.401, 1.952], [-0.635, -2.722, 1.506], [-0.225, -2.097, -0.810], [0.964, -3.340, -0.330]], "nbo_charge": [-0.623, 0.646, -0.255, -0.193, -0.004, -0.204, -0.212, -0.208, -0.207, -0.203, -0.433, -0.223, -0.219, -0.459, -0.224, -0.237, -0.455, 0.697, -0.597, -0.171, -0.117, -0.228, -0.137, -0.091, -0.147, -0.225, -0.118, -0.167, 0.068, 0.680, -0.591, -0.244, -0.221, 0.216, 0.199, 0.207, 0.214, 0.214, 0.214, 0.207, 0.195, 0.229, 0.160, 0.208, 0.218, 0.178, 0.230, 0.237, 0.241, 0.222, 0.215, 0.216, 0.221, 0.240, 0.166, 0.232, 0.194, 0.250]}